Computed, not measured: a single C21H44O3 molecule, with the ωB97M-V functional and the def2-TZVPD basis.

charge = 0
SMILES = CCCCCCCCCCCCCCCCCCOC[C@H](O)CO
lowest unoccupied orbital energy = 0.0269 Ha
energy above the lowest of the compared OMol25 structures with the same formula, charge and spin = 9.2 kJ/mol

Geometry (Å):
H1 -0.74462 -0.60109 2.22060
C1 3.50178 2.26802 6.75385
C2 -1.59658 2.68581 -1.04539
H2 -2.03551 -4.30210 -3.25821
C3 0.62294 2.73740 0.18415
H3 1.33589 -2.45780 -2.59263
C4 -2.66532 -2.26215 -3.17516
H4 1.51565 -0.44168 4.03735
C5 1.37607 -0.62921 1.89960
H5 3.74365 0.15122 3.18885
C6 0.05992 -3.58532 -1.29254
H6 -0.84855 1.49627 -3.98410
C7 0.53014 -2.98564 0.03449
H7 -2.84438 -0.92995 -4.86564
H8 -1.46989 3.74352 -1.33577
H9 -0.06141 -2.40024 -4.56471
C8 -1.52928 2.06250 -3.34456
H10 -3.71827 -2.55012 -3.23898
H11 4.45282 2.76431 6.57121
C9 -2.48201 -0.89749 -3.83540
H12 2.72184 3.02611 6.78388
H13 0.80233 0.95701 3.23247
H14 1.54480 -2.60404 -0.08689
H15 3.99715 0.48825 5.65475
C10 -3.22740 0.18264 -3.05461
H16 1.06326 2.72208 1.18507
C11 0.01396 -1.32190 1.90225
C12 -2.97353 1.59980 -3.57012
H17 3.54841 1.78548 7.72762
O1 -1.48826 3.16295 1.32408
H18 0.75376 3.74903 -0.23924
C13 -1.82170 -3.37621 -3.79665
H19 -1.33680 4.10317 1.17133
C14 0.26331 -2.62494 -2.46250
H20 0.18797 -4.06472 -4.05958
C15 -0.30801 -3.12898 -3.78878
C16 -0.87947 2.42732 0.29159
H21 2.16978 -1.37492 1.82681
H22 1.45021 0.02062 1.02585
C17 -0.38250 -1.86418 0.52932
H23 -1.00293 1.37447 0.56409
H24 -1.44198 3.12872 -3.60391
H25 -2.91827 0.13330 -2.00823
H26 -3.65606 2.28866 -3.06700
H27 2.31351 2.62112 4.27107
C18 1.59212 0.20456 3.16058
H28 -0.36780 -1.03752 -0.18339
O2 -1.04317 1.84699 -2.03506
H29 -2.66957 2.49489 -0.91113
H30 -0.99476 -3.85111 -1.20462
C19 2.95095 0.90179 3.14267
H31 2.26652 0.74788 5.88032
H32 0.01573 -2.13577 2.63180
H33 -3.17752 1.65494 -4.64088
H34 0.80063 1.62497 -1.37866
C20 3.13741 1.90295 4.28282
H35 3.05603 1.42861 2.19091
C21 3.21125 1.24722 5.66015
H36 -1.40735 -2.24354 0.58314
H37 4.06243 2.46031 4.11223
H38 -0.18345 -1.66117 -2.22328
H39 0.61525 -4.50594 -1.48959
H40 -4.30033 -0.01980 -3.09300
H41 0.55666 -3.77387 0.79130
H42 -2.13505 -3.52745 -4.83296
O3 1.31839 1.78974 -0.57652
H43 -2.41893 -2.17442 -2.11610
H44 -1.42181 -0.65140 -3.86040

Table of Mulliken atomic charges, one value per atom, all in e: 0.36 -1.36 -0.68 0.37 -0.52 0.51 -0.32 0.44 -0.49 0.42 -0.69 0.37 -0.86 0.32 0.45 0.38 -0.77 0.47 0.34 -0.35 0.33 0.35 0.35 0.29 -0.44 0.13 -1.26 -0.88 0.38 -0.61 0.47 -0.95 0.39 0.42 0.42 -1.03 0.79 0.47 0.26 0.54 -0.38 0.36 0.14 0.35 0.29 -0.81 -0.57 -0.21 0.30 0.36 -0.61 0.25 0.52 0.47 0.41 -0.78 0.28 -0.20 0.34 0.40 -0.62 0.32 0.41 0.33 0.40 -0.59 -0.06 0.13

***

Computed, not measured: a single C5H10O molecule, with the ωB97M-V functional and the def2-TZVPD basis.

charge = 0
SMILES = C=CCOCC
lowest unoccupied orbital energy = 0.0433 Ha
energy above the lowest of the compared OMol25 structures with the same formula, charge and spin = 134.6 kJ/mol

Geometry (Å):
C1 -1.86795 -0.41618 0.56064
H1 -3.20446 1.19963 0.29632
H2 1.88448 0.55134 -1.69986
C2 1.58195 -0.44462 0.20664
H3 3.36810 -0.08596 -0.96365
O1 0.40297 0.20812 0.62098
H4 1.33910 -1.41931 -0.24576
H5 -0.49366 -0.57928 -1.08009
C3 2.40939 0.39906 -0.75025
C4 -3.01364 0.22734 0.74701
H6 2.60589 1.37816 -0.30316
H7 -0.95482 1.08635 -0.67438
H8 2.14935 -0.63869 1.12322
H9 -3.80154 -0.19166 1.36530
C5 -0.71203 0.10446 -0.24308
H10 -1.69313 -1.37874 1.04011

Table of Mulliken atomic charges, one value per atom, all in e: -0.05 0.23 0.28 -0.35 0.36 -0.37 0.34 0.31 -1.00 -0.75 0.28 0.27 0.30 0.25 -0.35 0.24

***

Computed, not measured: a molecular structure, C7H13BeF2N6OS, with the ωB97M-V functional and the def2-TZVPD basis.

charge = +1
lowest unoccupied orbital energy = -0.1037 Ha
energy above the lowest of the compared OMol25 structures with the same formula, charge and spin = 56.2 kJ/mol

Geometry (Å):
H1 3.15356 3.39535 2.00679
H2 -1.10181 -1.82123 -2.02457
H3 -1.31994 -4.82527 1.81424
H4 -2.44973 -5.14040 0.54505
N1 -0.11627 0.89082 0.35037
O1 1.59543 -0.03878 1.32165
N2 -1.86697 1.69870 -0.85372
C1 1.26746 -0.77039 -1.38981
H5 -2.35914 2.43591 -1.32585
H6 -2.49004 -3.76252 -1.24020
H7 -2.71011 -1.54359 -1.79610
C2 -0.19758 3.23940 -0.03149
H8 1.45731 4.30399 0.78246
C3 -1.44293 -3.34454 0.44272
H9 2.99661 1.74327 2.64483
N3 1.62088 2.27120 1.15230
S1 -0.33514 -2.39641 1.31063
C4 -0.73876 1.93028 -0.19320
H10 -0.68980 4.11080 -0.43423
Be1 0.49645 -0.81400 0.20752
F1 0.32139 -0.41580 -2.38290
C5 2.96302 2.35729 1.75068
F2 2.16937 0.30377 -1.39881
C6 0.97123 3.35036 0.63065
H11 3.70279 1.99823 1.03908
N4 -1.84353 -1.78746 -1.33070
H12 1.82498 -1.59513 -1.83265
N5 -2.03790 -3.02727 -0.71562
H13 -2.14993 0.74048 -0.98415
C7 1.06716 1.04907 0.97837
N6 -1.75804 -4.53615 0.95664

Table of Mulliken atomic charges, one value per atom, all in e: 0.33 0.23 0.21 0.19 -0.15 -0.56 -0.35 0.02 0.22 0.23 0.30 -0.99 0.38 0.67 0.31 0.12 -0.32 1.17 0.37 0.08 -0.35 -0.90 -0.28 -0.04 0.33 -0.48 0.38 -0.25 0.17 0.38 -0.41

***

Number 1: HOMO-LUMO gap 10.6972 eV, E_HOMO -9.964 eV. Number 2: HOMO-LUMO gap 10.7584 eV, E_HOMO -9.580 eV. Number 3: HOMO-LUMO gap 9.2723 eV, E_HOMO -12.095 eV.